Formula: C32H44Br2EuN2O9P2S
Source: the OMol25 dataset
Level of theory: ωB97M-V/def2-TZVPD

ORCA input file:
```
! RIJCOSX wB97M-V def2-TZVPD def2/J DEFGRID3
* xyz 0 8
Eu 0.33 0.86 0.94
C -2.95 -4.19 -1.85
C -2.49 -3.78 -0.47
C -3.43 -2.81 0.22
O -1.12 -3.26 -0.60
P -0.65 -1.76 -0.57
O -1.08 -0.94 0.59
C -1.21 -0.99 -2.10
P -0.98 0.81 -2.05
O 0.28 1.12 -1.34
O -1.14 1.41 -3.49
C -0.30 1.19 -4.67
C -0.88 0.08 -5.50
C 1.15 0.99 -4.28
O -2.22 1.32 -1.27
C -3.27 2.31 -1.52
C -4.16 1.86 -2.66
C -2.67 3.68 -1.68
O 0.90 -1.85 -0.62
C 1.85 -2.84 -1.14
C 1.48 -3.27 -2.55
C 1.98 -3.97 -0.15
H -3.90 -4.73 -1.78
H -2.22 -4.85 -2.32
H -3.11 -3.33 -2.49
H -2.35 -4.66 0.15
H -3.62 -1.92 -0.38
H -3.04 -2.49 1.18
H -4.38 -3.32 0.37
H -2.27 -1.18 -2.23
H -0.66 -1.42 -2.94
H -0.41 2.13 -5.20
H -0.72 -0.90 -5.05
H -0.39 0.07 -6.48
H -1.95 0.22 -5.66
H 1.30 0.08 -3.70
H 1.53 1.81 -3.68
H 1.75 0.90 -5.19
H -3.83 2.27 -0.58
H -3.65 1.91 -3.62
H -5.03 2.52 -2.71
H -4.52 0.85 -2.50
H -2.12 3.79 -2.62
H -2.00 3.89 -0.84
H -3.47 4.42 -1.66
H 2.77 -2.26 -1.19
H 0.51 -3.77 -2.59
H 2.23 -3.97 -2.90
H 1.48 -2.42 -3.23
H 1.08 -4.59 -0.12
H 2.16 -3.56 0.85
H 2.83 -4.59 -0.43
C 0.62 0.57 7.14
C 0.98 1.39 5.93
C 1.65 2.60 6.03
C 1.96 3.32 4.89
C 1.58 2.77 3.67
Br 1.98 3.69 2.08
N 0.95 1.63 3.55
C 0.66 0.95 4.66
H 0.92 1.08 8.06
H 1.11 -0.40 7.13
H -0.46 0.40 7.19
H 1.92 2.99 7.00
H 2.48 4.27 4.93
H 0.13 0.01 4.51
O 2.08 -0.62 2.09
C 2.89 -0.26 1.23
N 2.69 0.78 0.38
S 3.72 0.72 -0.86
O 4.32 2.00 -1.10
O 3.17 0.05 -2.02
C 4.82 -0.44 -0.13
C 6.04 -0.90 -0.58
C 6.66 -1.90 0.18
C 6.06 -2.41 1.33
C 4.82 -1.94 1.75
C 4.22 -0.94 1.01
H 6.51 -0.50 -1.47
H 7.62 -2.28 -0.13
H 6.56 -3.18 1.89
H 4.33 -2.32 2.64
Br -5.99 4.17 2.53
C -4.28 3.36 2.28
C -3.14 4.15 2.29
C -1.91 3.54 2.08
C -1.72 2.17 1.84
C -2.93 1.44 1.86
C -4.19 2.00 2.08
H -3.23 5.22 2.46
H -1.04 4.21 2.11
H -2.91 0.37 1.69
H -5.08 1.38 2.09
*
```

Properties
E_LUMO (spin up / spin down)   0.29 / 0.29 eV
Orbital gap (spin up / spin down)   5.7 / 7.0 eV

Atom charges from the Mulliken analysis, given in e for atoms 1 to 6: Eu 0.462; C -1.267; C 0.425; C -1.265; O -0.176; P -0.356

---

Formula: C2H7N3O
Source: the OMol25 dataset
Level of theory: ωB97M-V/def2-TZVPD

ORCA input file:
```
! RIJCOSX wB97M-V def2-TZVPD def2/J DEFGRID3
* xyz 0 1
C -1.66 -0.35 -1.14
N 1.42 0.38 -0.26
N -1.34 -0.87 0.20
C -0.72 0.32 0.17
N 2.20 0.38 0.96
O -0.56 1.27 0.90
H 1.52 1.30 -0.69
H -2.02 -1.13 0.91
H 2.42 -0.59 1.17
H 1.57 0.67 1.71
H -2.59 0.21 -1.22
H -1.55 -1.09 -1.92
H 1.33 -0.49 -0.79
*
```

Properties
E_LUMO   0.91 eV
Orbital gap   9.4 eV
SMILES string   O=C1CN1.NN

Atom charges from the natural (NBO) analysis, given in e for atoms 1 to 6: C -0.383; N -0.654; N -0.673; C 0.772; N -0.651; O -0.634

---

Formula: C5H13N3
Source: the OMol25 dataset
Level of theory: ωB97M-V/def2-TZVPD

ORCA input file:
```
! RIJCOSX wB97M-V def2-TZVPD def2/J DEFGRID3
* xyz 0 1
C -0.27 -1.27 -0.59
C -0.06 -0.93 -2.04
C 1.70 -0.74 0.14
N -0.09 0.86 0.52
C -0.87 -0.34 0.33
N 0.43 1.24 1.75
N -0.42 1.89 -0.39
C -1.86 -0.60 1.22
H -0.67 -2.28 -0.45
H -0.12 2.00 2.16
H 1.35 1.63 1.59
H -1.06 2.55 0.05
H 0.43 2.36 -0.68
H -0.99 -1.02 -2.62
H 0.68 -1.60 -2.51
H 0.31 0.08 -2.18
H 2.27 0.19 0.13
H 2.10 -1.33 -0.67
H 1.68 -1.25 1.10
H -2.50 -1.46 1.06
H -2.03 0.03 2.07
*
```

Properties
E_LUMO   0.92 eV
Orbital gap   8.7 eV

Atom charges from the natural (NBO) analysis, given in e for atoms 1 to 6: C -0.158; C -0.638; C -0.559; N -0.197; C 0.144; N -0.643

---

Formula: C16H16FN3O2
Source: the OMol25 dataset
Level of theory: ωB97M-V/def2-TZVPD

ORCA input file:
```
! RIJCOSX wB97M-V def2-TZVPD def2/J DEFGRID3
* xyz 0 1
C -0.81 2.68 0.11
C -0.41 2.16 -1.25
N -0.52 0.87 -1.51
F -0.79 -0.36 0.69
C -0.17 0.20 -2.57
C -0.31 -1.31 -2.59
C 0.28 0.94 -3.67
C 0.36 2.34 -3.51
C 0.81 3.15 -4.67
C 0.02 2.98 -2.30
H -0.74 3.77 0.09
H -1.84 2.42 0.38
H -0.15 2.32 0.91
H -0.12 -1.66 -3.60
H 0.40 -1.81 -1.92
H -1.32 -1.65 -2.29
H 0.52 0.40 -4.58
H 0.81 4.21 -4.41
H 1.82 2.85 -4.97
H 0.14 2.98 -5.53
H 0.05 4.05 -2.13
C -1.47 -1.20 1.45
N -1.84 -2.43 0.52
O -2.82 -2.30 -0.22
O -1.04 -3.37 0.45
C -0.43 -1.55 2.47
C 0.78 -2.15 2.07
C 1.75 -2.35 3.04
C 1.55 -1.90 4.35
C 2.61 -2.00 5.33
N 3.47 -2.08 6.12
C 0.33 -1.33 4.70
C -0.66 -1.13 3.77
H -2.43 -0.70 1.79
H 0.94 -2.52 1.06
H 2.69 -2.83 2.77
H 0.15 -1.01 5.72
H -1.64 -0.70 3.96
*
```

Properties
E_LUMO   -0.45 eV
Orbital gap   8.3 eV
SMILES string   N#Cc1ccc([C@@H](F)[N+](=O)[O-])cc1.Cc1cc(C)nc(C)c1

Atom charges from the natural (NBO) analysis, given in e for atoms 1 to 6: C -0.640; C 0.241; N -0.469; F -0.296; C 0.240; C -0.645

---

Formula: C2H4IN
Source: the OMol25 dataset
Level of theory: ωB97M-V/def2-TZVPD

ORCA input file:
```
! RIJCOSX wB97M-V def2-TZVPD def2/J DEFGRID3
* xyz 0 1
C 2.01 -0.42 0.15
C -1.43 0.28 -0.70
N 2.69 -0.50 1.04
I -3.21 0.04 0.43
H -1.00 1.30 -0.59
H -1.80 0.18 -1.73
H -0.55 -0.31 -0.41
H 3.28 -0.57 1.80
*
```

Properties
E_LUMO   0.71 eV
Orbital gap   9.9 eV

Atom charges from the natural (NBO) analysis, given in e for atoms 1 to 6: C 0.272; C -0.770; N -0.701; I 0.068; H 0.224; H 0.227

---

Formula: C4H7NO
Source: the OMol25 dataset
Level of theory: ωB97M-V/def2-TZVPD

ORCA input file:
```
! RIJCOSX wB97M-V def2-TZVPD def2/J DEFGRID3
* xyz 0 3
C -0.30 0.33 0.78
C 1.55 0.60 -0.11
C 2.09 -0.81 0.13
C -2.64 0.19 -0.24
N -1.39 0.21 0.39
O 1.02 0.89 -1.18
H 1.99 1.36 0.53
H 1.39 -1.49 -0.40
H 2.10 -1.15 1.22
H 3.08 -0.59 -0.32
H -2.68 -0.80 -0.71
H -2.75 1.17 -0.75
H -3.45 0.09 0.66
*
```

Properties
E_LUMO (spin up / spin down)   0.98 / -2.04 eV
Orbital gap (spin up / spin down)   5.8 / 8.0 eV

Atom charges from the natural (NBO) analysis, given in e for atoms 1 to 6: C 0.225; C 0.007; C -0.632; C -0.443; N -0.516; O -0.254

---

Result set for total energy: -8971.95574 -319.75400 -362.36370 -1033.77455 -430.98902 -286.34706 a.u., one per record in the order listed.
Result set for relative energy (zero: lowest compared OMol25 entry of this formula, charge and spin): 0.0 122.9 137.2 128.6 27.7 44.7 kcal/mol, one per record in the order listed.